1.
Computed, not measured: a 2-piece molecular cluster, C4H12 overall, with ωB97M-V/def2-TZVPD.

The geometry in XYZ format:
```
16
Properties=species:S:1:pos:R:3:forces:R:3:mulliken_charge:R:1
C 0.7898 -0.1937 -2.4809 1.04 0.04 3.11 -0.8458
C 1.3475 -0.7069 -1.0369 -1.49 1.92 -0.33 -0.6008
H -0.1299 0.3254 -2.2762 -0.34 0.44 -0.21 0.2526
H 1.4838 0.4150 -3.0552 -0.03 -0.23 -0.05 0.3052
H 0.5519 -1.1401 -2.8703 -0.28 -0.87 -1.52 0.2716
H 2.2098 -1.3593 -1.2400 -0.28 0.34 0.70 0.3325
H 0.4532 -1.2428 -0.6471 0.94 -0.24 -0.08 0.1413
H 1.4767 0.1331 -0.2420 0.45 -1.40 -1.62 0.1372
C -0.3955 0.7921 2.0770 1.73 -0.39 -2.87 -0.7547
C -1.6609 0.2317 1.4401 0.24 -2.19 -1.61 -0.7295
H 0.2287 1.5096 1.3303 -1.76 -1.27 2.13 0.1881
H -0.6963 1.1518 3.0079 0.15 1.52 1.40 0.3429
H 0.2990 -0.0214 2.2800 0.13 -0.05 0.10 0.2320
H -1.9292 0.8467 0.5879 -0.61 0.15 0.10 0.2213
H -2.4762 0.0963 2.1482 -0.08 0.42 -0.05 0.3409
H -1.5524 -0.8376 0.9770 0.19 1.81 0.80 0.1650
```
Forces are in eV/Å.

Energy relative to the best compared isomer or geometry (same formula, charge and spin) in eV: 1.115
SMILES: CC.CC
HOMO level in eV: -11.4
Largest force on an atom in eV Å⁻¹: 3.4
Gap between HOMO and LUMO in eV: 12.52

=====

2.
Computed, not measured: C28H37ClN4P2Pt as an isolated structure, with ωB97M-V/def2-TZVPD.

The geometry in XYZ format:
```
73
Properties=species:S:1:pos:R:3:forces:R:3:mulliken_charge:R:1
Pt -2.1214 -0.6115 3.1724 -0.05 0.10 -1.21 0.8350
C -3.2493 -3.5044 -0.7475 -0.11 1.56 1.06 -0.9553
C -2.0604 -3.1334 -0.2507 -0.32 -0.68 0.41 -0.6179
C -1.0479 -2.2273 -0.8876 -0.16 0.77 0.07 -0.6342
C -1.1729 -0.6685 -0.5583 1.03 -1.46 -0.45 -0.2370
C -2.4358 0.0964 -0.4989 -1.44 -0.74 -0.26 0.1865
C -3.5367 -0.1948 -1.1995 0.39 -0.24 1.25 -0.9277
C -3.5800 -1.2792 -2.2167 -0.37 -0.74 -0.64 -1.0355
C -4.0165 -2.7382 -1.8050 -0.03 0.24 -0.38 -0.5393
C -3.8913 0.1253 2.4819 -0.74 1.45 0.50 -1.4093
H -3.8946 -4.1594 -0.1496 0.48 0.02 -0.24 0.4299
H -1.7666 -3.5177 0.7528 -0.09 -0.04 -1.05 0.6285
H -1.0171 -2.2941 -1.9946 -0.07 -0.37 0.71 0.5229
H -0.0496 -2.5378 -0.4817 -1.05 0.32 -0.70 0.0950
H -0.6560 -0.5065 0.3893 0.09 -0.13 0.02 0.0872
H -0.5513 -0.2665 -1.3575 0.39 0.49 0.05 0.3790
H -2.4634 0.8844 0.2411 -0.16 0.02 -0.01 0.7376
H -4.4702 0.3075 -0.9388 0.21 0.10 -0.29 0.4282
H -2.6117 -1.3404 -2.7186 -0.23 0.13 -0.12 0.3412
H -4.3285 -0.9472 -2.9547 0.34 -0.31 -0.08 0.4564
H -5.0609 -2.6624 -1.4493 0.36 -0.23 -0.20 0.3334
H -4.0124 -3.3440 -2.7238 -0.31 0.24 0.02 0.3194
H -4.5110 -0.2508 1.6545 1.04 -0.23 0.16 0.3345
H -3.8109 1.2093 2.4078 -0.11 0.11 0.01 0.2678
H -4.4044 -0.1617 3.4104 -0.36 0.33 -0.04 0.5089
P -0.0794 1.8859 0.4577 1.46 3.51 -0.61 -0.0177
P 1.9908 -1.4513 0.1238 1.46 -0.13 -1.66 -0.0115
N -0.5001 3.0732 -0.8356 -0.45 -0.13 -0.39 0.6569
N 0.6132 3.1402 1.5160 0.26 -0.08 0.83 0.6078
N 2.7494 -1.4658 -1.5058 -0.70 0.31 0.02 0.6396
N 3.3622 -2.1378 0.9004 1.11 -0.57 1.62 0.3568
C 1.5082 1.3482 -0.3273 0.04 -0.33 -0.21 -1.5748
C 2.2513 0.3162 0.5701 0.21 0.46 -0.21 -1.5449
C -1.7510 3.6885 -0.8637 0.41 0.21 -1.17 -0.4929
C -1.8389 4.4906 -2.0040 0.32 -0.67 0.94 -0.6244
C -0.5857 4.3987 -2.6897 0.32 -0.71 0.91 -0.6386
C 0.2249 3.5397 -1.9457 -0.91 0.16 -0.14 -0.3672
C -0.0623 3.5749 2.6615 1.13 0.36 -0.22 -0.4721
C 0.6856 4.5819 3.2652 -0.35 -0.87 -0.74 -0.6122
C 1.8660 4.7800 2.4755 -0.74 -1.06 -0.70 -0.6171
C 1.7877 3.8882 1.4073 -0.42 0.24 1.02 -0.3570
C 2.3591 -2.2940 -2.5787 0.33 0.78 0.29 -0.4714
C 3.0436 -1.8859 -3.7139 -0.39 -0.02 1.36 -0.7298
C 3.8782 -0.7821 -3.3336 -0.83 -0.45 0.86 -0.7338
C 3.6753 -0.5383 -1.9852 -0.37 -0.68 -1.11 -0.4659
C 4.6673 -2.4611 0.4661 -0.28 0.28 1.30 -0.2632
C 5.4571 -2.6753 1.5931 -1.15 0.20 -0.43 -0.6268
C 4.6175 -2.5092 2.7555 -0.38 0.16 -0.57 -0.6162
C 3.3461 -2.1926 2.3140 1.03 -0.27 -0.92 -0.3882
H 2.1677 2.2162 -0.5516 -0.58 -0.72 0.22 0.6951
H 1.2081 0.9225 -1.3055 0.34 0.11 0.42 0.8339
H 3.3399 0.5116 0.5602 -0.54 -0.03 0.27 0.4760
H 1.8870 0.3831 1.6123 0.35 0.06 -0.23 0.7253
H -2.4705 3.4854 -0.0801 0.06 0.04 -0.18 0.3811
H -2.7075 5.0644 -2.3088 0.23 -0.10 0.13 0.4199
H -0.3162 4.9004 -3.6192 -0.02 -0.22 0.42 0.4081
H 1.2411 3.2138 -2.1321 -0.31 0.10 -0.01 0.3843
H -0.9797 3.0716 2.9319 0.00 0.22 0.11 0.3456
H 0.4184 5.0881 4.1761 -0.01 0.07 0.03 0.4311
H 2.6781 5.4642 2.6770 -0.12 -0.07 -0.08 0.4409
H 2.5030 3.6856 0.6311 -0.03 0.19 -0.04 0.3842
H 1.6053 -3.0649 -2.3961 0.43 0.33 -0.23 0.4835
H 2.9227 -2.3151 -4.6907 0.10 -0.05 -0.12 0.4349
H 4.4925 -0.2247 -4.0039 0.36 0.25 -0.11 0.4928
H 4.0969 0.2306 -1.3638 0.04 -0.08 0.07 0.4163
H 4.9036 -2.5393 -0.5885 -0.09 0.14 0.27 0.3311
H 6.5117 -2.9313 1.5885 -0.31 -0.01 -0.04 0.4167
H 4.9156 -2.6159 3.7952 -0.09 0.00 -0.33 0.4149
H 2.4181 -2.0187 2.8465 0.22 -0.01 -0.02 0.3620
Cl -4.6656 -2.7161 2.3646 -0.45 0.11 -0.36 -0.1830
C -3.0012 -2.4662 2.9622 -0.19 -1.96 0.19 -0.9409
H -3.1878 -2.5656 4.0339 0.37 -0.33 0.47 0.3722
H -2.5263 -3.3696 2.5603 0.40 0.52 0.48 0.3037
```
Forces are in eV/Å.

Energy relative to the best compared isomer or geometry (same formula, charge and spin) in eV: 0.000
HOMO level (alpha / beta) in eV: -6.7 / -8.2
Largest force on an atom in eV Å⁻¹: 3.9
Multiplicity: 3
Gap between HOMO and LUMO (alpha / beta) in eV: 5.58 / 5.70

=====

3.
Computed, not measured: a 3-piece molecular cluster, C4H12O2 overall, with ωB97M-V/def2-TZVPD.

The geometry in XYZ format:
```
18
Properties=species:S:1:pos:R:3:forces:R:3:mulliken_charge:R:1
C -0.4210 2.1073 -0.1150 -0.64 -0.64 1.01 -0.6901
C 0.4774 1.3309 -0.6736 2.50 -1.02 0.02 -0.0763
C 1.1793 0.1098 -0.0427 -0.22 -0.02 -1.22 0.1298
C 2.5424 -0.2746 -0.6520 1.10 0.19 1.46 -1.2741
H -0.9791 2.8571 -0.6471 0.06 0.29 0.02 0.2327
H -0.7311 1.8459 0.9246 0.32 0.74 -0.95 0.2091
H 0.9425 1.4345 -1.6654 -0.94 0.55 0.07 0.2225
H 1.2399 0.0601 1.0453 -0.27 0.26 -0.07 0.3198
H 0.5512 -0.6882 -0.3864 -0.54 -0.53 0.35 -0.1138
H 3.3200 0.0730 0.0335 0.18 0.56 -0.30 0.3214
H 2.7914 -1.3401 -0.6232 -0.76 -0.15 -0.20 0.3205
H 2.7854 0.0805 -1.6436 -0.30 0.27 -0.27 0.3521
O -2.4161 -0.0662 1.2385 0.35 -0.48 0.20 -0.6272
H -1.9503 -0.9023 1.3903 -0.39 -0.22 -0.15 0.3331
H -1.7341 0.5479 1.5142 -0.15 0.38 0.01 0.3162
O -1.0014 -2.3314 0.0128 -0.52 -0.35 0.87 -0.6540
H -1.1411 -1.5785 -0.5630 0.21 -0.17 -0.43 0.3853
H -0.3283 -2.9386 -0.3001 0.02 0.34 -0.42 0.2930
```
Forces are in eV/Å.

Energy relative to the best compared isomer or geometry (same formula, charge and spin) in eV: 1.304
SMILES: C=CCC.O.O
HOMO level in eV: -9.8
Largest force on an atom in eV Å⁻¹: 2.7
Gap between HOMO and LUMO in eV: 10.52

=====

4.
Computed, not measured: a 2-piece molecular cluster, C2H7N3O overall, with ωB97M-V/def2-TZVPD.

The geometry in XYZ format:
```
13
Properties=species:S:1:pos:R:3:forces:R:3:mulliken_charge:R:1
N 1.8116 0.3348 -0.5539 -0.67 -0.52 0.97 -0.2815
C 0.6428 0.7762 -0.0362 -1.84 0.95 -3.54 -0.0910
N -0.5163 0.2822 -0.4875 3.50 0.68 0.47 -0.1995
N -1.5713 1.1408 -0.2329 -1.53 0.66 0.92 -0.6332
H 2.6369 0.9124 -0.4737 -0.15 -0.67 0.08 0.2164
H 1.7534 -0.5511 -1.0488 0.53 0.33 0.00 0.2583
H 0.6942 1.7685 0.4307 -0.17 -0.41 0.25 0.3629
H -1.8858 1.0562 0.7369 -0.05 0.01 -0.15 0.2193
H -2.3632 0.8566 -0.8068 0.30 -0.06 0.10 0.2612
C -0.3366 -1.5718 0.5129 2.26 -1.08 2.49 0.0140
O 0.2773 -2.4928 -0.0229 -0.78 1.29 -0.17 -0.5294
H -1.4263 -1.6170 0.6847 0.09 0.40 -0.36 0.2347
H 0.2833 -0.8950 1.2976 -1.49 -1.59 -1.04 0.1677
```
Forces are in eV/Å.

Energy relative to the best compared isomer or geometry (same formula, charge and spin) in eV: 4.055
SMILES: N/C=N/N.C=O
HOMO level in eV: -8.2
Largest force on an atom in eV Å⁻¹: 4.1
Gap between HOMO and LUMO in eV: 8.76

=====

5.
Computed, not measured: C34H39CuGe2N4 as an isolated structure, with ωB97M-V/def2-TZVPD.

The geometry in XYZ format:
```
80
Properties=species:S:1:pos:R:3:forces:R:3:mulliken_charge:R:1
Cu 0.2063 -0.2200 0.1175 -0.19 -0.25 -0.22 -0.0222
C 1.0441 2.8256 -0.4993 0.37 0.12 0.09 -0.9133
C 2.3105 2.2001 0.1069 -0.21 0.04 -0.13 -0.9100
C 2.8050 1.0595 -0.7331 0.40 0.22 -0.07 0.6295
C 3.9969 1.1933 -1.4375 -0.06 -0.07 0.04 -0.9636
C 4.4432 0.1575 -2.2389 -0.11 -0.03 0.02 -0.6337
C 3.6757 -0.9927 -2.3203 0.05 0.09 0.04 -1.2946
C 2.4994 -1.0474 -1.5981 0.18 -0.16 -0.20 -0.0223
N 2.0660 -0.0530 -0.8246 -0.34 0.00 0.17 0.4801
N -0.1592 2.0589 -0.1885 -0.02 -0.12 -0.04 0.7681
C -1.1329 2.0882 -1.2720 -0.05 0.05 -0.12 -1.1402
C -2.2117 1.0654 -1.0383 -0.39 0.12 -0.17 0.5796
C -3.4887 1.2468 -1.5519 0.10 -0.05 0.06 -1.0027
C -4.4762 0.3257 -1.2462 0.14 -0.10 0.10 -0.6348
C -4.1563 -0.7361 -0.4137 0.00 0.11 -0.07 -0.7836
C -2.8507 -0.8608 0.0272 -0.31 -0.18 0.09 -0.9014
N -1.8948 0.0056 -0.2936 0.34 0.09 -0.03 0.9034
C -0.7634 2.4610 1.0824 -0.14 0.06 0.08 -1.7470
C -0.1714 1.7528 2.2752 0.03 0.18 0.28 1.1006
C -0.2006 2.3204 3.5429 0.01 -0.05 -0.10 -1.1706
C 0.3301 1.6146 4.6099 -0.01 -0.06 -0.12 -0.5330
C 0.8958 0.3698 4.3747 -0.05 0.03 -0.01 -0.8467
C 0.8865 -0.1185 3.0809 0.14 -0.03 0.30 -0.8435
N 0.3552 0.5497 2.0639 -0.10 -0.04 -0.02 0.7433
H 0.9482 3.8614 -0.1437 -0.06 -0.07 -0.07 0.4033
H 1.1689 2.8634 -1.5840 -0.06 0.04 0.05 0.5234
H 3.0850 2.9645 0.1663 0.02 -0.05 0.01 0.5778
H 2.0996 1.8516 1.1149 0.11 0.07 0.06 0.1763
H 4.5657 2.1081 -1.3496 0.01 0.01 0.02 0.4802
H 5.3681 0.2544 -2.7887 0.05 -0.03 -0.03 0.4280
H 3.9756 -1.8335 -2.9262 0.00 -0.06 -0.03 0.5280
H 1.8776 -1.9270 -1.6407 0.01 0.03 -0.01 0.5149
H -1.5914 3.0826 -1.3814 0.02 -0.08 -0.08 0.4750
H -0.6207 1.8507 -2.2088 0.04 0.07 0.05 0.5225
H -3.7003 2.1035 -2.1737 -0.02 0.10 -0.02 0.5272
H -5.4763 0.4442 -1.6343 -0.08 0.01 -0.02 0.4473
H -4.8990 -1.4610 -0.1185 -0.01 -0.07 0.04 0.5170
H -2.5605 -1.6786 0.6713 -0.03 -0.03 -0.02 0.4550
H -0.7023 3.5491 1.2265 0.00 -0.09 -0.01 0.5065
H -1.8265 2.2035 1.0603 0.06 0.06 -0.01 0.4415
H -0.6313 3.3006 3.6844 -0.03 0.07 0.01 0.5264
H 0.3103 2.0353 5.6047 0.02 0.01 0.05 0.4299
H 1.3310 -0.2093 5.1742 0.05 -0.04 0.03 0.5108
H 1.3392 -1.0667 2.8253 -0.01 -0.05 0.07 0.6845
C -2.5219 -2.9530 -2.6555 0.37 -0.11 0.20 -1.2772
Ge -0.7150 -3.6114 -2.1378 -0.10 0.15 -0.09 1.0978
C 0.4652 -2.8976 -3.5781 -0.17 -0.11 0.30 -1.3921
C -0.7513 -5.5906 -2.3831 0.08 0.48 0.21 -1.3220
Ge 0.0261 -2.7484 0.1627 0.02 -0.75 -0.29 -0.2519
C -1.2583 -3.5113 1.5006 0.23 0.32 -0.37 0.1996
C -1.1618 -3.2785 2.8701 0.15 0.08 -0.04 -0.0581
C -2.1126 -3.7721 3.7488 -0.04 -0.02 0.10 -0.8471
C -3.1926 -4.4965 3.2708 -0.02 -0.03 -0.02 -0.5155
C -3.3121 -4.7304 1.9096 -0.10 -0.05 0.02 -0.8968
C -2.3536 -4.2404 1.0381 0.15 0.01 -0.13 0.5560
C 1.8064 -3.6113 0.4680 -0.34 0.36 -0.19 0.6481
C 2.4288 -4.2758 -0.5880 -0.18 -0.03 -0.01 0.2868
C 3.7149 -4.7736 -0.4742 0.08 -0.03 0.00 -0.8070
C 4.4161 -4.6034 0.7085 0.06 -0.04 -0.02 -0.5849
C 3.8175 -3.9453 1.7706 0.04 0.00 0.12 -0.8480
C 2.5253 -3.4594 1.6501 -0.13 0.03 0.02 -0.1868
H -2.7723 -3.3769 -3.6259 0.03 -0.06 -0.10 0.5346
H -2.5279 -1.8693 -2.7484 0.01 0.12 0.01 0.2766
H -3.2964 -3.2443 -1.9509 -0.05 -0.03 0.08 0.3733
H 0.0318 -3.1586 -4.5412 -0.09 -0.06 -0.07 0.5549
H 1.4662 -3.3217 -3.5396 0.10 -0.05 0.02 0.3980
H 0.5512 -1.8136 -3.5316 -0.05 0.08 0.01 0.3475
H -1.1175 -5.7943 -3.3885 -0.02 0.04 -0.07 0.4819
H -1.4080 -6.0847 -1.6711 -0.04 0.02 0.07 0.3937
H 0.2428 -6.0197 -2.2834 0.07 -0.02 0.02 0.3864
H -0.3344 -2.7011 3.2632 0.04 0.01 0.05 0.2107
H -2.0189 -3.5917 4.8107 0.04 0.03 0.05 0.4356
H -3.9347 -4.8815 3.9554 -0.04 -0.01 0.03 0.3961
H -4.1545 -5.2918 1.5286 -0.02 -0.05 -0.02 0.4469
H -2.4469 -4.4248 -0.0260 -0.12 -0.07 0.01 0.1253
H 1.8909 -4.4269 -1.5157 0.03 0.00 -0.07 -0.0475
H 4.1682 -5.2910 -1.3087 0.03 -0.05 -0.02 0.4580
H 5.4175 -4.9972 0.8051 0.07 0.02 0.02 0.4008
H 4.3596 -3.8071 2.6961 0.02 -0.04 0.05 0.4417
H 2.0626 -2.9722 2.5000 0.05 0.01 0.06 0.0676
```
Forces are in eV/Å.

Energy relative to the best compared isomer or geometry (same formula, charge and spin) in eV: 0.000
Charge: +1
HOMO level (alpha / beta) in eV: -9.5 / -10.7
Largest force on an atom in eV Å⁻¹: 0.8
Multiplicity: 2
Gap between HOMO and LUMO (alpha / beta) in eV: 7.43 / 7.26